(1)
Molecular formula: C20H23N3O2S2
Method: DFT, ωB97M-V/def2-TZVPD

Each line ends with the Mulliken charge.
Geometry (Å):
O (1.24723, 2.12838, -2.30454)  -0.71
S (-2.47833, 0.52264, 1.56697)  -0.41
O (4.01738, -1.62765, 3.71966)  -0.48
S (-3.59057, 4.08342, -1.18011)  -0.10
C (1.52818, 1.73538, -1.19145)  0.13
C (-2.21392, 0.39808, -0.09792)  0.00
C (-5.30420, 4.17267, -1.56599)  -0.50
C (-5.67274, 3.17963, -2.46995)  -0.45
C (-4.63416, 2.21913, -2.70065)  -0.51
C (0.95174, 1.17804, 1.14251)  -0.56
C (-3.45655, 2.55063, -2.10233)  0.68
C (0.59492, 1.80935, -0.04397)  0.38
C (4.53635, -1.17574, 1.38751)  -0.50
C (2.55438, -0.31928, 2.39250)  -0.20
C (4.20030, -0.48005, 0.17096)  -0.77
C (3.72690, -1.08813, 2.50174)  -0.01
C (2.20145, 0.37696, 1.23291)  0.99
C (3.04291, 0.32543, 0.10038)  -0.19
N (2.72133, 1.01985, -1.07019)  -0.04
N (-1.62707, 1.40873, -0.87164)  0.74
N (-2.60604, -0.83260, -0.59239)  -0.12
C (-2.16922, 1.76178, -2.19815)  -1.28
C (-0.75449, 2.43656, -0.21193)  -1.75
C (2.95993, -3.87436, 3.39258)  -0.98
C (-1.53826, -2.94886, -1.34612)  -1.40
C (4.21731, -3.06627, 3.70042)  -0.34
C (-1.93175, -1.48773, -1.74858)  -0.26
H (-5.91735, 5.01939, -1.27676)  0.40
H (-6.68628, 3.14817, -2.89172)  0.35
H (-4.73645, 1.32895, -3.33070)  0.38
H (0.20706, 1.20104, 1.95773)  0.42
H (5.45482, -1.74581, 1.46152)  0.40
H (1.90263, -0.27523, 3.27509)  0.40
H (4.88080, -0.64213, -0.68628)  0.31
H (3.41970, 1.16926, -1.79338)  0.27
H (-3.02418, -1.44395, 0.10038)  0.30
H (-1.46133, 2.33369, -2.73409)  0.48
H (-2.33903, 0.82992, -2.75634)  0.35
H (-0.68925, 3.33418, -0.81526)  0.59
H (-1.21707, 2.75544, 0.70173)  0.79
H (2.52843, -3.60281, 2.41598)  0.25
H (3.22202, -4.93325, 3.34819)  0.39
H (2.21514, -3.70241, 4.18082)  0.27
H (-2.39051, -3.65768, -1.24965)  0.34
H (-0.96198, -2.95645, -0.41274)  0.39
H (-0.91077, -3.32236, -2.14926)  0.40
H (5.02972, -3.34118, 3.02551)  0.25
H (4.61611, -3.35399, 4.68110)  0.36
H (-1.04994, -0.93126, -2.08168)  0.32
H (-2.61530, -1.61750, -2.58246)  0.22

Properties
ΔE to the lowest compared entry with this formula, charge and spin = 2.292 eV
total charge = 0
spin multiplicity = 1
SMILES = CCNC(=S)N(Cc1cccs1)Cc1cc2cc(OCC)ccc2[nH]c1=O
Kohn-Sham gap = 8.1 eV
calculated total energy = -1887.0260 Ha

(2)
Molecular formula: C20H23N3O3
Method: DFT, ωB97M-V/def2-TZVPD

Each line ends with the Mulliken charge.
Geometry (Å):
C (4.04904, 3.09341, 0.99984)  -0.72
H (3.20864, 3.46157, 0.40052)  0.29
O (3.90828, 1.73766, 1.34553)  -0.36
C (3.92190, 0.84883, 0.25765)  -0.48
C (2.57029, 0.73278, -0.47895)  -1.09
N (1.64799, -0.13387, 0.20283)  0.41
C (0.75577, 0.24328, 1.15508)  0.07
C (0.06100, -0.88683, 1.56551)  1.40
C (0.59308, -1.98215, 0.82837)  -0.60
C (1.56880, -1.49549, 0.01090)  0.38
C (2.41613, -2.22120, -0.97447)  -1.85
H (2.21362, -3.28600, -0.89968)  0.41
H (2.19242, -1.90383, -1.99452)  0.35
H (3.47770, -2.05722, -0.79073)  0.34
H (0.30285, -3.01005, 0.91725)  0.54
C (-1.06876, -0.89677, 2.47716)  0.66
O (-1.29104, -0.04810, 3.31767)  -0.66
C (-1.99654, -2.11728, 2.37302)  -0.84
O (-2.18981, -2.58408, 1.04447)  -0.42
C (-2.39067, -1.62655, 0.13612)  0.33
N (-2.49100, -0.38628, 0.52263)  -0.28
C (-2.62473, 0.56737, -0.42700)  -0.02
C (-2.72429, 1.91875, -0.05907)  -0.47
C (-2.83319, 2.87667, -1.03230)  -0.59
C (-2.84785, 2.52346, -2.38967)  -0.53
C (-2.75490, 1.21136, -2.77289)  -0.46
C (-2.64286, 0.20634, -1.79756)  0.42
N (-2.55001, -1.09536, -2.17096)  -0.67
C (-2.43670, -2.00380, -1.24915)  0.92
C (-2.31946, -3.43734, -1.63699)  -1.29
H (-1.36490, -3.83101, -1.29135)  0.24
H (-3.10817, -4.01760, -1.16171)  0.34
H (-2.38797, -3.53107, -2.71660)  0.37
H (-2.76872, 0.91852, -3.81128)  0.47
H (-2.93644, 3.29954, -3.13594)  0.39
H (-2.91059, 3.91880, -0.75791)  0.40
H (-2.71006, 2.16334, 0.99123)  0.54
H (-2.95758, -1.84145, 2.82095)  0.36
H (-1.56600, -2.95974, 2.92058)  0.37
C (0.57913, 1.64886, 1.59167)  -2.02
H (0.29132, 2.28753, 0.75412)  0.39
H (1.50272, 2.02849, 2.02597)  0.40
H (-0.20157, 1.67973, 2.34526)  0.39
H (2.11976, 1.72318, -0.57481)  0.41
H (2.74733, 0.33644, -1.48142)  0.45
H (4.69981, 1.14413, -0.46182)  0.34
H (4.18268, -0.12440, 0.68241)  0.34
H (4.97879, 3.26279, 0.44280)  0.35
H (4.08475, 3.64465, 1.93723)  0.25

Properties
ΔE to the lowest compared entry with this formula, charge and spin = 2.122 eV
total charge = 0
spin multiplicity = 1
SMILES = COCCn1c(C)cc(C(=O)COc2nc3ccccc3nc2C)c1C
Kohn-Sham gap = 8.2 eV
calculated total energy = -1165.9102 Ha

(3)
Molecular formula: C20H23N3O4
Method: DFT, ωB97M-V/def2-TZVPD

Each line ends with the Mulliken charge.
Geometry (Å):
C (4.03279, -2.27370, -2.94297)  -1.32
C (3.00727, -2.30377, -1.85462)  0.55
N (2.32378, -3.40370, -1.69178)  -0.65
C (1.38926, -3.46672, -0.72362)  -0.12
C (0.66860, -4.67367, -0.60650)  -0.50
C (-0.30227, -4.81225, 0.34396)  -0.58
C (-0.58795, -3.74944, 1.21251)  -0.86
C (0.09776, -2.56786, 1.12858)  -0.39
C (1.10810, -2.38628, 0.16510)  0.85
C (1.86995, -1.20000, -0.02912)  1.20
C (2.80096, -1.17097, -1.04210)  -0.91
H (3.37893, -0.27371, -1.20714)  0.51
C (1.74420, 0.06074, 0.75044)  0.43
O (2.14800, 1.12404, 0.33594)  -0.72
O (1.21828, -0.08974, 1.97081)  -0.35
C (1.08719, 1.06599, 2.78282)  -0.55
H (1.58759, 1.91402, 2.29788)  0.32
H (1.57633, 0.86426, 3.73967)  0.34
C (-0.36700, 1.45549, 3.06340)  0.70
O (-0.63766, 2.17803, 4.00172)  -0.69
N (-1.27164, 0.93822, 2.22020)  0.22
H (-0.97492, 0.42532, 1.39304)  -0.14
C (-2.67722, 1.23601, 2.34403)  -1.06
H (-2.81830, 1.67634, 3.33462)  0.56
H (-3.24275, 0.30070, 2.28113)  0.32
C (-3.18213, 2.21332, 1.27851)  -0.63
H (-4.22570, 2.43903, 1.50043)  0.35
H (-2.61424, 3.14233, 1.34915)  0.34
C (-3.07775, 1.65471, -0.15079)  -0.97
N (-1.87244, 2.05217, -0.83554)  0.32
C (-0.79001, 1.27018, -0.98088)  0.41
O (-0.64575, 0.18392, -0.44152)  -0.80
C (0.18595, 1.96680, -1.90049)  -0.15
H (0.14235, 1.47908, -2.87646)  0.29
C (-0.31891, 3.40875, -1.94535)  -0.76
H (0.20129, 4.00333, -1.19448)  0.32
H (-0.17315, 3.87692, -2.91631)  0.34
C (-1.80275, 3.28881, -1.58189)  -0.71
H (-2.43719, 3.22154, -2.47615)  0.31
H (-2.15571, 4.12518, -0.97372)  0.36
H (1.19921, 1.87243, -1.51475)  0.13
H (-3.09357, 0.56098, -0.12376)  0.42
H (-3.92601, 1.99988, -0.74982)  0.53
H (-0.13526, -1.76694, 1.80819)  0.44
H (-1.36090, -3.86899, 1.95796)  0.45
H (-0.85599, -5.73582, 0.43089)  0.38
H (0.91148, -5.46836, -1.29446)  0.47
H (4.04171, -3.22702, -3.46249)  0.36
H (3.80712, -1.47777, -3.65059)  0.32
H (5.01908, -2.08183, -2.52369)  0.33

Properties
ΔE to the lowest compared entry with this formula, charge and spin = 1.156 eV
total charge = 0
spin multiplicity = 1
SMILES = Cc1cc(C(=O)OCC(=O)NCCCN2CCCC2=O)c2ccccc2n1
Kohn-Sham gap = 8.6 eV
calculated total energy = -1241.2368 Ha

(4)
Molecular formula: C20H23N3O4S
Method: DFT, ωB97M-V/def2-TZVPD

Each line ends with the Mulliken charge.
Geometry (Å):
C (6.50311, -0.41496, 2.21711)  -1.04
C (5.73403, -0.36936, 3.53419)  -0.40
O (4.49357, 0.29933, 3.41845)  -0.47
C (3.44771, -0.31820, 2.80721)  0.37
C (2.31422, 0.47174, 2.62154)  -0.62
C (1.16048, -0.02250, 2.03450)  0.40
C (1.12204, -1.37181, 1.63284)  0.87
C (2.25508, -2.14892, 1.80939)  -0.91
C (3.40836, -1.64008, 2.38571)  -0.69
H (4.25246, -2.29900, 2.50655)  0.35
H (2.25465, -3.18381, 1.50619)  0.37
O (-0.04779, -1.81579, 1.06191)  -0.49
C (-0.31734, -3.20278, 1.00089)  -0.56
C (-0.54757, -3.82101, 2.37462)  -1.13
H (-1.35605, -3.29999, 2.88105)  0.32
H (0.34758, -3.74698, 2.98772)  0.35
H (-0.81518, -4.86801, 2.26404)  0.40
H (0.47919, -3.73194, 0.46221)  0.36
H (-1.23152, -3.26280, 0.40408)  0.36
N (0.04997, 0.83156, 1.95031)  -0.09
C (-0.78631, 1.17613, 0.91071)  0.25
O (-1.62081, 2.04083, 1.08326)  -0.73
N (-0.55570, 0.52176, -0.26640)  0.08
C (-1.28111, 0.60883, -1.44998)  0.19
C (-2.26302, 1.57094, -1.65521)  -0.28
C (-2.95223, 1.64790, -2.86116)  -0.30
C (-2.66031, 0.71323, -3.86139)  0.55
C (-1.67289, -0.23931, -3.66022)  -0.90
C (-0.97656, -0.29070, -2.47195)  -0.74
H (-0.20579, -1.03294, -2.32686)  0.41
H (-1.45695, -0.93620, -4.45477)  0.40
S (-3.55708, 0.73600, -5.38223)  -0.16
C (-5.10805, 1.30648, -4.63799)  -0.66
C (-4.89290, 2.64220, -3.96055)  0.72
O (-5.61305, 3.59297, -4.18433)  -0.65
N (-3.86117, 2.69253, -3.07342)  0.08
C (-3.69054, 3.91985, -2.31898)  -1.23
H (-4.27001, 4.69322, -2.82133)  0.38
H (-4.06077, 3.80926, -1.29850)  0.35
H (-2.63826, 4.19908, -2.29684)  0.40
H (-5.84440, 1.41761, -5.43114)  0.36
H (-5.44073, 0.55321, -3.91988)  0.31
H (-2.48572, 2.25077, -0.85241)  0.87
H (0.10089, -0.24301, -0.23304)  0.15
H (-0.02646, 1.49083, 2.71410)  0.31
H (2.34788, 1.49659, 2.95669)  0.45
H (5.59418, -1.37839, 3.94130)  0.32
H (6.28966, 0.22171, 4.26730)  0.32
H (5.95262, -0.97307, 1.46372)  0.34
H (7.46850, -0.88834, 2.37279)  0.35
H (6.66009, 0.59535, 1.84818)  0.30

Properties
ΔE to the lowest compared entry with this formula, charge and spin = 0.268 eV
total charge = 0
spin multiplicity = 1
SMILES = CCOc1ccc(OCC)c(NC(=O)Nc2ccc3c(c2)N(C)C(=O)CS3)c1
Kohn-Sham gap = 8.3 eV
calculated total energy = -1639.3854 Ha

(5)
Molecular formula: C20H23N3STe2Zr
Method: DFT, ωB97M-V/def2-TZVPD

Each line ends with the Mulliken charge.
Geometry (Å):
Zr (-0.32726, -0.83575, -1.16870)  0.34
Te (2.32720, -1.78699, -0.72173)  -0.05
C (3.23640, -0.26880, -1.88723)  0.13
C (4.06745, 0.67965, -1.30210)  -0.35
C (4.63350, 1.68314, -2.07606)  -0.55
C (4.36472, 1.75705, -3.43593)  -0.44
C (3.53102, 0.81447, -4.02292)  -0.50
C (2.97500, -0.19719, -3.25362)  -0.39
H (4.26368, 0.64337, -0.23660)  0.36
H (5.27903, 2.41810, -1.61143)  0.38
H (4.80100, 2.54572, -4.03572)  0.39
H (3.30721, 0.86653, -5.08104)  0.40
H (2.30796, -0.91967, -3.70745)  0.38
C (-2.74073, 1.73571, 3.32417)  -1.02
N (-2.19481, 1.44672, 1.97863)  0.46
C (-2.80259, 2.33240, 0.95687)  -0.99
C (-0.66972, 1.42608, 2.00951)  -1.05
C (-0.01142, 2.03341, 0.80871)  1.29
C (0.55182, 3.29596, 0.94868)  -0.42
C (1.21506, 3.89279, -0.11626)  -0.76
C (1.30904, 3.21287, -1.31678)  -0.85
C (0.73404, 1.95183, -1.44718)  -0.40
C (0.05940, 1.31020, -0.39685)  -0.03
H (-3.82185, 1.62024, 3.30892)  0.37
H (-2.48026, 2.75617, 3.59913)  0.39
H (-2.31048, 1.04086, 4.04206)  0.38
H (-2.46017, 0.47166, 1.72298)  -0.07
H (-2.49008, 3.35840, 1.14229)  0.42
H (-3.88401, 2.24481, 1.03825)  0.40
H (-2.47303, 2.02829, -0.03392)  0.32
H (-0.40127, 0.37081, 2.08153)  0.24
H (-0.37576, 1.92615, 2.93097)  0.44
H (0.49200, 3.81608, 1.90073)  0.34
H (1.65935, 4.87339, -0.00274)  0.38
H (1.83087, 3.65737, -2.15484)  0.44
H (0.80864, 1.46199, -2.41345)  0.34
Te (-1.00850, -0.86412, -3.64496)  -0.54
C (-2.80647, -5.80941, 2.13160)  -1.17
C (-2.09754, -4.81832, 1.26551)  0.96
C (-0.97046, -5.15761, 0.52414)  -1.02
C (-0.36605, -4.15604, -0.21060)  -0.21
N (-0.85548, -2.92016, -0.21240)  0.19
C (-1.98511, -2.68818, 0.49325)  0.61
S (-2.57763, -1.05739, 0.24918)  -0.73
N (-2.60470, -3.57907, 1.23941)  -0.55
H (-2.33267, -6.78769, 2.09311)  0.34
H (-3.84383, -5.89517, 1.80848)  0.30
H (-2.81754, -5.45338, 3.16233)  0.30
H (-0.57361, -6.16144, 0.53122)  0.33
H (0.52870, -4.31583, -0.80114)  0.49

Properties
ΔE to the lowest compared entry with this formula, charge and spin = 0.496 eV
total charge = 0
spin multiplicity = 1
Kohn-Sham gap = 6.5 eV
calculated total energy = -1921.4940 Ha

(6)
Molecular formula: C20H23N5O
Method: DFT, ωB97M-V/def2-TZVPD

Each line ends with the Mulliken charge.
Geometry (Å):
O (2.95815, 2.93043, 0.43624)  -0.79
N (-0.28420, 0.62198, 1.35371)  -0.70
C (2.40703, 3.13943, 1.51716)  0.20
C (0.59479, 1.51544, 0.89932)  -0.11
C (1.22541, 2.39553, 1.85468)  0.33
C (0.70280, 2.64899, 3.10073)  -0.44
C (-0.00764, 0.36859, -0.92283)  -0.03
C (-0.62781, -0.10380, 0.20506)  0.49
C (1.33561, 4.80514, 6.12707)  -0.59
C (2.39608, 5.56176, 5.67567)  -0.46
C (0.76792, 3.85049, 5.29541)  -0.57
C (2.93100, 5.35562, 4.41331)  -0.59
C (1.28911, 3.65431, 4.00561)  0.95
C (2.39043, 4.38944, 3.58518)  -0.03
N (0.77344, 1.42375, -0.46701)  -0.12
N (2.91733, 4.13763, 2.29058)  -0.07
N (-1.95635, -5.31590, -3.42135)  -0.33
N (-0.86805, -1.58397, -2.22905)  0.31
C (-0.12041, -0.27059, -2.27627)  -0.62
C (-1.44087, -1.34718, 0.19917)  -0.66
C (-1.93745, -1.68862, -1.22773)  -0.52
C (-2.83419, -4.15769, -3.65250)  -0.78
C (-0.89872, -5.04055, -2.48316)  -0.78
C (-2.06732, -2.91108, -4.09372)  -0.88
C (-0.01143, -3.87931, -2.94806)  -0.70
C (-0.72873, -2.58886, -3.33955)  -0.17
H (-0.20097, 2.10801, 3.36031)  0.51
H (0.94155, 4.98985, 7.13551)  0.35
H (2.83494, 6.29401, 6.34565)  0.37
H (-0.11584, 3.24150, 5.60255)  0.34
H (3.83769, 5.87620, 4.13433)  0.35
H (1.51952, 1.92748, -0.94855)  0.27
H (3.68072, 4.68937, 1.91891)  0.22
H (-1.55483, -5.63950, -4.30835)  0.29
H (-0.68305, 0.42663, -2.94369)  0.23
H (0.89469, -0.48473, -2.64465)  0.37
H (-2.27383, -1.20075, 0.88523)  0.40
H (-0.80984, -2.16507, 0.57334)  0.19
H (-2.35929, -2.68874, -1.16576)  0.23
H (-2.75231, -1.00425, -1.50522)  0.30
H (-3.38233, -3.91648, -2.76132)  0.30
H (-3.56918, -4.45873, -4.43485)  0.37
H (-1.30229, -4.78084, -1.50637)  0.31
H (-0.32366, -5.95379, -2.44804)  0.38
H (-1.80207, -3.13839, -5.13671)  0.39
H (-2.69129, -2.05164, -4.06999)  0.39
H (0.59975, -4.25698, -3.79282)  0.35
H (0.65638, -3.59650, -2.11615)  0.32
H (-0.05041, -2.12762, -4.07107)  0.42

Properties
ΔE to the lowest compared entry with this formula, charge and spin = 1.798 eV
total charge = 0
spin multiplicity = 1
SMILES = O=c1[nH]c2ccccc2cc1-c1nc2c([nH]1)CN(C1CCNCC1)CC2
Kohn-Sham gap = 7.6 eV
calculated total energy = -1124.9528 Ha